63
Properties=species:S:1:pos:R:3:forces:R:3:lowdin_charge:R:1 method="wB97M-V/def2-TZVPD" homo_lumo_gap_ha=0.2490 e_lumo_ev=-3.71 total_energy_ev=-197618.0281 charge=+1
In 0.1919 1.1147 -0.2486 0.05 0.14 -0.19 0.893
O -0.3895 3.0727 -0.1437 0.02 0.26 0.18 -0.147
C -1.0950 3.4503 0.9142 0.04 0.10 0.04 -0.350
C -2.1563 4.3463 0.6943 0.00 -0.06 -0.04 -0.013
C -2.9284 4.8300 1.7271 0.12 -0.10 0.00 -0.062
C -2.6385 4.4773 3.0470 -0.13 0.10 0.05 -0.084
C -1.6029 3.6103 3.2940 -0.02 -0.18 0.00 -0.041
C -0.8481 3.0310 2.2562 -0.21 0.23 -0.16 -0.158
C 0.1657 2.0757 2.6410 0.35 -0.11 0.07 -0.026
N 0.6712 1.2228 1.8251 -0.34 0.15 -0.42 -0.078
N 1.6997 0.3942 2.1663 0.43 -0.29 0.42 0.091
C 2.3812 -0.0185 1.1258 -0.23 0.18 0.11 -0.458
O 2.1461 0.3162 -0.1192 -0.18 0.16 0.00 -0.150
C 3.5158 -0.9333 1.3755 0.20 -0.07 -0.09 -0.162
C 4.3992 -1.2180 0.3340 -0.12 0.07 0.08 -0.038
C 5.5144 -2.0066 0.5623 0.02 -0.03 -0.03 -0.068
C 5.7537 -2.5171 1.8300 0.01 -0.01 -0.04 -0.071
C 4.8571 -2.2662 2.8603 0.01 -0.05 0.06 -0.068
C 3.7409 -1.4787 2.6392 -0.08 0.05 -0.08 -0.024
H -2.3486 4.6284 -0.3332 0.01 0.05 0.01 0.121
H -3.7597 5.4883 1.5103 0.03 0.05 0.01 0.111
H -3.2235 4.8830 3.8604 0.03 -0.01 0.02 0.106
H -1.3702 3.3314 4.3155 0.01 -0.01 0.00 0.117
H 0.5382 2.0876 3.6653 0.01 -0.03 0.00 0.147
H 4.2068 -0.7964 -0.6429 0.05 0.01 -0.01 0.113
H 6.2005 -2.2156 -0.2478 0.02 0.02 0.02 0.108
H 6.6429 -3.1052 2.0148 -0.03 -0.05 0.01 0.108
H 5.0352 -2.6848 3.8420 0.00 0.02 0.01 0.108
H 3.0369 -1.2703 3.4326 0.05 0.03 0.04 0.109
Br -1.0064 0.8352 -6.9271 0.02 -0.01 0.20 0.842
C -0.6351 0.8930 -5.0847 0.03 -0.01 -0.10 -0.643
C 0.6790 0.9302 -4.6440 -0.10 0.00 -0.01 -0.058
C 0.8900 0.9926 -3.2806 0.03 0.00 -0.16 -0.056
N -0.1156 1.0029 -2.4099 0.05 0.03 0.09 0.044
C -1.3887 0.9419 -2.8189 0.10 -0.05 -0.28 -0.171
C -1.6806 0.8959 -4.1714 -0.04 0.03 -0.03 -0.020
C -2.4409 0.9028 -1.7671 -0.27 -0.08 0.17 -0.176
C -3.7949 0.9451 -2.0544 0.00 0.00 -0.10 -0.019
C -4.7035 0.9013 -1.0057 -0.11 0.04 0.08 -0.645
Br -6.5496 0.9433 -1.3665 0.19 0.01 0.01 0.835
C -4.2563 0.8323 0.3034 -0.02 -0.06 -0.13 -0.056
C -2.8894 0.7767 0.5038 -0.12 -0.01 0.03 -0.070
N -2.0233 0.8013 -0.5018 0.22 -0.05 0.05 0.043
H 1.5041 0.9133 -5.3398 0.03 0.02 0.03 0.119
H 1.8884 1.0344 -2.8622 0.00 -0.01 -0.03 0.133
H -2.6962 0.8603 -4.5343 0.00 -0.03 0.05 0.111
H -4.1635 1.0045 -3.0671 0.04 0.03 0.00 0.111
H -4.9449 0.8119 1.1346 0.02 0.00 0.02 0.119
H -2.4730 0.7050 1.5016 -0.03 0.03 0.00 0.132
O -0.8687 -1.5953 -1.3851 -0.24 0.17 -0.40 -0.512
S 0.0338 -1.8721 -0.2279 -0.36 -0.96 0.07 0.923
C 1.2628 -3.0702 -0.8736 0.29 0.24 0.47 -0.258
C 1.0349 -4.3920 -0.1515 -0.11 -0.11 -0.06 -0.215
C -0.4643 -4.4653 0.1290 0.07 -0.07 -0.02 -0.227
C -0.8023 -3.1391 0.7886 0.26 0.09 -0.02 -0.286
H 2.2568 -2.6502 -0.7243 0.02 -0.04 -0.07 0.075
H 1.0293 -3.1189 -1.9367 -0.08 0.07 0.01 0.105
H 1.5932 -4.4122 0.7868 0.01 0.00 -0.01 0.119
H 1.3746 -5.2300 -0.7597 0.05 0.03 0.00 0.122
H -0.7277 -5.3145 0.7586 -0.02 0.03 0.03 0.121
H -1.0167 -4.5550 -0.8090 -0.01 -0.03 0.01 0.120
H -0.3786 -3.0617 1.7927 -0.05 -0.03 0.03 0.101
H -1.8635 -2.8968 0.8066 0.03 0.13 0.00 0.098

=====

63
Properties=species:S:1:pos:R:3:forces:R:3:lowdin_charge:R:1 method="wB97M-V/def2-TZVPD" homo_lumo_gap_ha="0.1283 / 0.1282" e_lumo_ev="-12.31 / -12.31" total_energy_ev=-81174.6088 charge=+3 relative_energy_kcal_mol=87.3
Ta -0.0333 2.3132 -0.9757 -0.37 0.13 3.69 1.970
C 2.8933 -4.1891 2.1604 0.48 -0.54 0.14 -0.021
O 1.9146 -3.2086 1.8389 -0.10 0.59 -0.22 -0.080
C 0.6145 -3.5135 1.8996 -0.73 0.06 0.07 -0.196
C 0.0908 -4.7789 2.1750 0.45 0.40 -0.09 0.026
C -1.2741 -4.9643 2.2219 -0.22 0.39 -0.09 -0.012
C -2.1397 -3.8916 1.9995 0.03 -0.05 -0.03 -0.040
C -1.6497 -2.6318 1.7113 -0.20 -0.19 -0.03 -0.013
C -0.2771 -2.4234 1.6394 0.23 -1.11 0.47 -0.126
N 0.3573 -1.2591 1.2129 0.30 1.51 -0.56 0.206
C -0.0726 -0.0033 1.0133 -0.81 -1.61 1.67 -0.298
N -1.2114 0.4082 1.5876 0.10 -0.47 0.23 0.172
C -1.9839 1.5602 1.4141 -0.51 -0.18 0.58 -0.166
C -1.7316 2.5796 0.4839 2.62 -0.64 -1.88 -0.206
C -2.6026 3.6696 0.4503 -0.82 0.82 -0.07 -0.105
C -3.7250 3.7264 1.2689 0.61 0.37 -0.51 -0.017
C -3.9992 2.7018 2.1558 0.24 -0.45 0.18 0.063
C -3.1346 1.6126 2.2567 0.41 0.05 -0.48 -0.193
O -3.2962 0.5621 3.0749 0.55 0.09 -0.46 -0.081
C -4.4332 0.4952 3.9348 -0.45 -0.10 0.43 -0.009
N 0.6564 0.8429 0.2446 -0.72 0.34 -1.48 -0.104
C 1.8037 0.2521 -0.4218 -0.03 0.62 -0.57 -0.306
C 1.5222 -0.6153 -1.4959 0.10 -0.17 -0.33 -0.061
C 2.5293 -1.2423 -2.1937 -0.44 0.10 -0.09 -0.033
C 3.8532 -1.0273 -1.8168 -0.03 0.13 0.15 -0.003
C 4.1435 -0.1729 -0.7809 -0.11 0.15 0.20 0.053
C 3.1399 0.5058 -0.0650 0.25 0.16 0.10 -0.227
O 3.5981 1.3056 0.9113 0.02 -0.33 -0.32 -0.028
C 2.8463 2.3510 1.4827 -0.09 0.07 0.47 -0.039
H 3.8578 -3.6896 2.0777 -0.15 -0.07 0.00 0.105
H 2.8519 -5.0313 1.4652 -0.01 0.11 0.00 0.109
H 2.7651 -4.5560 3.1821 -0.07 0.11 -0.08 0.115
H 0.7539 -5.6130 2.3342 0.09 -0.06 0.07 0.125
H -1.6745 -5.9453 2.4206 -0.04 -0.10 0.05 0.131
H -3.2050 -4.0553 2.0147 -0.11 0.02 0.05 0.121
H -2.3562 -1.8479 1.4939 -0.09 0.10 -0.07 0.108
H 1.3279 -1.4387 0.9485 -0.08 0.04 0.11 0.156
H -1.5960 -0.1888 2.3222 0.12 -0.04 -0.15 0.149
H -2.4105 4.4999 -0.2160 -0.08 0.02 -0.11 0.107
H -4.3851 4.5819 1.2240 0.02 -0.01 -0.05 0.136
H -4.8812 2.7521 2.7741 -0.07 -0.02 0.08 0.135
H -4.4089 1.2892 4.6832 0.06 0.00 -0.09 0.115
H -4.3584 -0.4679 4.4324 -0.03 0.08 -0.01 0.110
H -5.3618 0.5382 3.3640 0.07 0.00 -0.04 0.111
H 0.4792 -0.8109 -1.7382 0.02 -0.01 -0.01 0.131
H 2.2984 -1.8853 -3.0272 -0.08 -0.12 -0.05 0.128
H 4.6521 -1.5262 -2.3416 0.12 -0.03 -0.06 0.135
H 5.1632 0.0152 -0.4903 0.18 0.06 0.10 0.146
H 3.5627 2.9296 2.0693 -0.18 0.02 -0.14 0.126
H 2.0588 1.9851 2.1512 0.07 0.05 -0.16 0.101
H 2.4224 3.0125 0.7063 -0.03 0.02 -0.09 0.073
Cl 1.5852 1.3389 -7.8736 0.06 0.01 -0.08 0.835
C 0.9032 1.7382 -6.3743 -0.22 0.18 0.65 -0.634
C 1.7487 2.0632 -5.2936 0.08 -0.08 -0.08 -0.069
C 1.1775 2.3462 -4.0806 -1.54 -0.05 -0.68 -0.521
Cl 2.0825 2.7127 -2.6469 0.74 0.50 0.64 0.845
C -0.2225 2.3724 -3.8870 1.19 -0.88 -3.62 -0.425
O -0.6557 2.5950 -2.6746 -1.47 -0.31 1.86 -0.277
C -1.0530 2.0529 -4.9900 0.41 0.25 0.96 -0.567
Cl -2.7400 2.0072 -4.7325 -0.01 0.00 -0.08 0.822
C -0.4825 1.7321 -6.2109 0.22 0.02 -0.04 -0.069
H 2.8172 2.0718 -5.4333 0.16 0.02 -0.01 0.129
H -1.1152 1.4570 -7.0413 -0.08 0.03 -0.05 0.132

=====

58
Properties=species:S:1:pos:R:3:forces:R:3:lowdin_charge:R:1 method="wB97M-V/def2-TZVPD" homo_lumo_gap_ha=0.2112 e_lumo_ev=-8.45 total_energy_ev=-60864.9990 charge=+2
In -0.3496 -0.3939 0.4579 0.59 1.49 1.35 0.800
Cl 0.4602 1.6476 1.4058 -0.31 -0.59 -0.28 0.088
P 0.0185 0.1388 -1.9816 -0.40 0.68 -3.31 1.004
C -1.3114 -0.6873 -2.9096 -0.34 -0.54 0.55 -0.398
C -1.0696 -1.4471 -4.0637 -0.06 0.16 0.13 -0.059
C -2.1473 -1.9939 -4.7657 -0.08 0.05 0.21 -0.033
C -3.4522 -1.8522 -4.2859 0.35 0.18 -0.04 -0.029
C -3.6814 -1.1506 -3.0968 -0.03 0.00 0.09 -0.049
C -2.6231 -0.5737 -2.4035 0.43 -0.27 -0.30 -0.123
C -0.1676 1.9277 -2.4080 -0.03 0.13 0.85 -0.338
C 0.7000 2.8485 -1.7920 -0.21 -0.29 0.23 -0.114
C 0.5337 4.2097 -2.0050 -0.03 0.01 -0.13 -0.043
C -0.4809 4.6744 -2.8479 0.01 -0.31 0.00 -0.029
C -1.3080 3.7602 -3.5035 0.23 -0.15 0.03 -0.042
C -1.1466 2.3880 -3.3017 -0.31 -0.22 0.32 -0.062
C 1.5768 -0.2513 -2.8347 0.82 -0.55 1.03 -0.360
C 2.6594 -0.8017 -2.1246 -0.32 0.19 -0.48 -0.084
C 3.8672 -1.0142 -2.7897 0.09 -0.04 0.03 -0.049
C 4.0072 -0.6948 -4.1433 -0.29 0.01 0.13 -0.029
C 2.9260 -0.1546 -4.8462 -0.22 -0.05 0.39 -0.031
C 1.7151 0.0820 -4.1927 -0.09 0.16 0.00 -0.083
H 1.4584 2.4849 -1.0961 -0.13 0.24 -0.24 0.080
H 1.1814 4.9145 -1.4936 -0.05 -0.10 -0.10 0.122
H -0.6284 5.7448 -2.9940 0.05 -0.31 0.06 0.125
H -2.0996 4.1085 -4.1606 0.18 -0.06 0.04 0.121
H -1.8018 1.6793 -3.8093 0.10 0.26 0.15 0.112
H -0.0486 -1.6172 -4.4077 -0.40 0.07 0.02 0.106
H -1.9533 -2.5413 -5.6855 -0.07 0.05 0.22 0.123
H -4.2857 -2.2910 -4.8377 0.26 0.15 0.22 0.127
H -4.6908 -1.0599 -2.7065 0.14 -0.02 -0.07 0.121
H -2.7927 -0.0587 -1.4512 -0.16 0.05 -0.32 0.096
H 2.5389 -1.0381 -1.0618 0.25 0.01 -0.34 0.090
H 4.7124 -1.4291 -2.2482 -0.13 0.06 -0.07 0.119
H 4.9548 -0.8644 -4.6586 -0.30 0.04 0.24 0.127
H 3.0145 0.0896 -5.9016 0.01 -0.03 0.20 0.125
H 0.8783 0.5263 -4.7378 0.33 -0.08 0.16 0.123
H -0.0853 -5.9607 -5.5979 0.34 0.02 0.02 0.000
H 0.6645 -5.9259 -5.5642 -0.34 -0.01 -0.02 0.002
N 0.0988 1.6980 10.9018 -0.27 -1.11 -2.55 0.192
C -0.0020 1.2329 9.8315 0.16 0.91 2.14 -0.146
C -0.0884 0.6642 8.5032 -0.08 -0.01 -0.42 -0.205
C -1.2047 0.8937 7.6865 -0.11 0.05 -0.41 0.013
C -1.2398 0.4074 6.3690 0.36 -0.17 0.59 0.016
C -0.1731 -0.3706 5.9015 -0.01 0.39 1.72 -0.189
C 0.9187 -0.6587 6.7276 -0.16 0.34 0.28 0.017
C 0.9694 -0.1043 8.0106 0.11 -0.26 -0.19 0.010
N -0.1991 -0.9134 4.6060 0.06 -0.87 -2.46 0.033
C 0.5757 -1.9985 4.1395 -0.47 0.66 0.23 0.027
C 0.3039 -2.1530 2.8265 -0.46 0.63 0.26 -0.101
N -0.6449 -1.1855 2.4621 0.35 -0.18 -0.64 -0.105
C -0.9038 -0.4435 3.5487 0.84 -0.76 0.40 -0.116
H -2.0503 1.4593 8.0857 0.31 -0.16 -0.23 0.137
H -2.1042 0.5891 5.7347 0.08 0.00 0.27 0.116
H 1.7335 -1.2983 6.3858 -0.19 0.35 0.14 0.115
H 1.8357 -0.2739 8.6489 -0.21 -0.04 -0.21 0.137
H 1.2447 -2.5532 4.7696 -0.08 -0.02 0.10 0.135
H 0.7178 -2.8413 2.1116 -0.07 -0.20 0.07 0.118
H -1.5315 0.4268 3.5935 -0.05 0.05 -0.08 0.142

=====

77
Properties=species:S:1:pos:R:3:forces:R:3:lowdin_charge:R:1 method="wB97M-V/def2-TZVPD" homo_lumo_gap_ha="0.2338 / 0.2792" e_lumo_ev="2.32 / 2.28" total_energy_ev=-164779.2255 charge=-1 spin_multiplicity=3 relative_energy_kcal_mol=59.4
Ni -0.9617 -0.0524 0.0373 0.30 0.32 -0.07 0.086
F -3.7913 1.9522 -3.5813 0.00 0.01 -0.01 0.130
C -4.4526 1.0020 -2.9120 -0.12 0.02 0.08 -0.679
F -5.3007 0.4073 -3.7488 0.02 0.03 0.01 0.142
F -5.1406 1.5724 -1.9296 0.03 -0.01 -0.05 0.153
S -3.2305 -0.2027 -2.2616 0.28 0.27 0.14 0.621
O -2.4142 0.6302 -1.3767 -0.21 -0.44 -0.15 -0.329
O -2.5739 -0.7259 -3.4269 0.01 0.06 0.05 -0.271
N -4.1993 -1.1979 -1.5660 -0.11 0.02 -0.25 -0.279
S -3.8822 -2.1565 -0.3665 0.12 0.02 0.31 0.595
O -5.0877 -2.7529 0.1064 -0.02 -0.04 -0.06 -0.257
O -2.9503 -1.5969 0.5789 -0.11 -0.06 -0.03 -0.331
C -2.9196 -3.5285 -1.1405 0.11 0.09 0.01 -0.675
F -3.5501 -4.0593 -2.1841 -0.12 -0.01 -0.04 0.144
F -2.7004 -4.4828 -0.2415 -0.02 -0.05 0.06 0.148
F -1.7378 -3.0599 -1.5573 0.02 0.01 -0.03 0.119
S -0.2113 -1.5968 1.4399 0.02 -0.06 0.24 1.049
C -0.4263 -0.6005 2.9809 -0.10 0.06 -0.32 -0.541
N 0.0676 -1.0162 4.1068 -0.01 -0.16 0.16 0.024
N 0.6598 -2.3046 4.0220 0.12 0.13 0.07 -0.051
C 2.0247 -2.3486 4.3145 -0.11 -0.03 -0.03 -0.279
C 2.8236 -1.2093 4.2344 0.05 0.05 0.04 -0.043
C 4.1928 -1.3068 4.4452 -0.05 -0.03 0.01 -0.112
C 4.7863 -2.5290 4.7272 0.02 -0.01 0.01 -0.131
C 3.9847 -3.6650 4.8052 0.01 0.03 0.00 -0.107
C 2.6206 -3.5789 4.6030 0.02 -0.03 0.01 -0.046
N -1.0963 0.5496 2.9004 0.05 -0.05 0.03 0.017
N -1.4068 1.0091 1.7080 -0.11 0.06 -0.17 -0.054
C -2.1199 2.2120 1.7466 0.03 0.03 0.12 -0.249
C -2.8027 2.6502 2.8894 0.00 -0.02 0.00 -0.032
C -3.5001 3.8461 2.8692 0.01 -0.02 -0.01 -0.105
C -3.5298 4.6356 1.7253 0.01 -0.01 0.01 -0.118
C -2.8441 4.2095 0.5943 -0.01 0.02 -0.01 -0.094
C -2.1483 3.0138 0.6020 0.01 -0.07 -0.03 -0.034
H 0.1240 -2.9543 4.5803 0.01 -0.05 0.00 0.131
H 2.3578 -0.2609 4.0073 0.03 0.00 0.00 0.106
H 4.8009 -0.4123 4.3819 0.00 0.01 0.00 0.099
H 5.8548 -2.5991 4.8861 0.00 0.00 0.00 0.088
H 4.4305 -4.6294 5.0163 0.00 0.00 0.00 0.096
H 2.0055 -4.4709 4.6274 0.00 0.00 0.00 0.111
H -2.7758 2.0327 3.7752 0.00 0.01 0.01 0.096
H -4.0316 4.1647 3.7581 0.00 0.00 0.00 0.094
H -4.0789 5.5686 1.7165 0.00 0.00 0.00 0.088
H -2.8472 4.8148 -0.3045 0.01 -0.01 -0.01 0.095
H -1.6096 2.6917 -0.2786 -0.03 0.00 -0.03 0.076
O 2.1779 0.8012 -0.3319 -0.10 -0.05 -0.02 -0.457
S 0.9606 0.5825 -1.1537 0.02 -0.01 -0.06 0.960
C 1.4835 -0.2155 -2.6721 -0.04 -0.06 0.00 -0.357
C 2.7299 0.0912 -3.1952 0.07 0.07 0.05 -0.062
C 3.1450 -0.5364 -4.3564 -0.06 -0.05 -0.03 -0.079
C 2.3109 -1.4590 -4.9829 0.02 0.02 0.02 -0.083
C 1.0694 -1.7604 -4.4447 0.04 0.02 -0.02 -0.057
C 0.6539 -1.1430 -3.2724 -0.06 0.01 0.05 -0.079
C 0.5453 2.1832 -1.8582 -0.20 0.00 -0.07 -0.348
C 1.0641 3.3088 -1.2448 0.08 -0.08 0.07 -0.069
C 0.6634 4.5637 -1.6842 -0.02 0.01 -0.03 -0.077
C -0.2538 4.6766 -2.7176 0.00 0.01 0.01 -0.087
C -0.7706 3.5369 -3.3249 0.01 0.02 0.00 -0.070
C -0.3746 2.2817 -2.8973 0.10 -0.05 0.04 -0.077
H 3.3633 0.8043 -2.6814 -0.01 -0.01 0.01 0.116
H 4.1168 -0.3110 -4.7765 0.01 0.01 0.00 0.100
H 2.6387 -1.9494 -5.8910 0.00 0.00 0.00 0.099
H 0.4241 -2.4840 -4.9248 0.00 0.00 0.00 0.110
H -0.3065 -1.3841 -2.8363 0.02 -0.01 0.01 0.080
H 1.7622 3.1810 -0.4274 0.00 0.03 0.00 0.110
H 1.0572 5.4521 -1.2079 0.00 0.00 0.01 0.103
H -0.5759 5.6560 -3.0482 0.00 0.00 -0.01 0.100
H -1.4919 3.6263 -4.1269 0.00 -0.01 0.00 0.104
H -0.7789 1.3882 -3.3570 -0.01 0.02 -0.01 0.102
C 3.8504 -2.0144 0.8168 -0.03 0.00 -0.09 -0.098
S 2.2399 -2.7050 0.6644 -0.03 -0.14 0.03 0.498
O 1.7999 -2.6491 -0.7005 0.00 0.06 0.00 -0.288
O 2.1546 -3.9556 1.3544 0.04 0.08 -0.07 -0.272
O 1.4921 -1.5651 1.4821 -0.08 0.05 -0.03 -0.607
H 4.2300 -2.2475 1.8088 0.00 0.04 0.01 0.056
H 3.7599 -0.9432 0.6458 0.00 0.00 -0.01 0.063
H 4.4473 -2.4754 0.0319 0.04 -0.05 0.05 0.077